{"formula": "C35H35N2O2", "method": "ωB97M-V/def2-TZVPD", "molar_mass_g_mol": 515.68, "total_energy_ev": -43930.45694, "homo_lumo_gap_ev": 3.916, "total_charge": 1, "elements": ["C", "C", "C", "C", "C", "C", "C", "C", "C", "C", "C", "H", "H", "H", "H", "H", "H", "H", "H", "H", "H", "H", "C", "C", "C", "C", "C", "C", "N", "C", "C", "O", "C", "C", "C", "C", "C", "C", "C", "C", "N", "C", "C", "C", "C", "C", "C", "C", "C", "O", "H", "H", "H", "H", "H", "H", "H", "H", "H", "H", "H", "H", "H", "H", "H", "H", "H", "H", "H", "H", "H", "H", "H", "H"], "positions_angstrom": [[-3.089, 3.758, -1.569], [-2.131, 4.066, -2.738], [-2.292, 2.907, -3.670], [-3.132, 1.983, -3.140], [-3.630, 2.387, -1.875], [-4.450, 1.613, -1.008], [-5.026, 0.402, -1.445], [-5.763, -0.380, -0.589], [-5.948, 0.012, 0.726], [-5.410, 1.205, 1.181], [-4.685, 2.004, 0.329], [-2.582, 3.768, -0.598], [-3.908, 4.484, -1.513], [-2.368, 5.013, -3.240], [-1.093, 4.127, -2.390], [-1.789, 2.797, -4.616], [-3.349, 1.036, -3.600], [-4.891, 0.093, -2.465], [-6.204, -1.300, -0.941], [-6.510, -0.615, 1.401], [-5.553, 1.498, 2.210], [-4.265, 2.927, 0.688], [6.694, -0.575, -3.530], [5.894, -0.786, -2.303], [6.385, -0.740, -1.017], [5.328, -1.031, -0.159], [4.222, -1.236, -0.948], [2.848, -1.624, -0.496], [2.680, -3.068, -0.256], [3.338, -4.116, -0.997], [1.894, -3.359, 0.839], [1.611, -4.459, 1.263], [1.440, -2.012, 1.383], [-0.005, -1.723, 0.957], [-1.018, -2.698, 1.471], [-1.341, -3.834, 0.743], [-2.293, -4.718, 1.205], [-2.931, -4.474, 2.404], [-2.600, -3.362, 3.149], [-1.649, -2.479, 2.683], [2.359, -0.994, 0.763], [2.160, 0.376, 0.842], [1.616, 1.026, 1.895], [1.190, 2.411, 1.868], [0.945, 3.090, 3.065], [0.499, 4.390, 3.062], [0.270, 5.038, 1.863], [0.499, 4.387, 0.668], [0.955, 3.088, 0.665], [4.557, -1.082, -2.269], [7.737, -0.369, -3.288], [6.665, -1.463, -4.163], [6.309, 0.276, -4.093], [7.410, -0.550, -0.748], [5.365, -1.083, 0.915], [2.149, -1.337, -1.288], [2.903, -5.073, -0.715], [3.216, -3.953, -2.065], [4.399, -4.112, -0.759], [1.546, -1.997, 2.476], [-0.288, -0.710, 1.257], [-0.041, -1.712, -0.137], [-0.815, -4.028, -0.176], [-2.543, -5.593, 0.626], [-3.675, -5.163, 2.767], [-3.087, -3.175, 4.093], [-1.382, -1.608, 3.255], [2.411, 0.937, -0.038], [1.452, 0.477, 2.806], [1.124, 2.582, 3.997], [0.332, 4.908, 3.993], [-0.095, 6.051, 1.862], [0.315, 4.898, -0.263], [1.115, 2.574, -0.265]], "forces_ev_per_a": [[0.2, -0.3, -0.2], [-0.2, 0.1, -0.1], [-0.4, 0.3, 1.1], [-0.1, -0.3, -0.3], [0.3, 0.4, 0.2], [-0.2, -0.1, 0.1], [0.2, 0.1, -0.1], [-0.1, -0.2, -0.3], [0.0, 0.0, 0.0], [0.1, 0.2, 0.2], [0.1, 0.1, -0.2], [0.0, 0.0, -0.1], [0.0, -0.1, 0.0], [0.2, -0.1, 0.1], [-0.1, 0.1, -0.1], [0.1, 0.1, -0.1], [-0.1, -0.1, -0.1], [0.0, -0.1, -0.2], [0.0, -0.1, 0.0], [-0.1, -0.1, 0.1], [0.0, 0.1, 0.0], [0.1, 0.2, 0.1], [-0.7, -0.1, -0.6], [0.9, 0.1, 1.8], [0.3, 0.0, -1.5], [-1.5, -0.3, 0.1], [1.0, 0.2, 1.6], [-0.6, 0.1, -0.6], [-0.7, 0.1, 1.1], [0.2, 0.3, -0.2], [0.8, 0.7, -0.6], [0.1, 0.4, -0.1], [0.2, 1.2, 0.5], [-0.2, 0.2, -0.2], [0.0, 0.0, -0.1], [0.1, 0.1, 0.0], [-0.1, -0.1, -0.2], [-0.2, -0.2, 0.1], [-0.1, 0.1, 0.2], [0.1, 0.1, -0.1], [0.5, -1.6, -0.2], [-0.7, -0.5, 0.6], [0.5, -0.9, -0.7], [-0.1, 0.3, -0.1], [0.2, -0.3, -0.2], [-0.1, 0.2, 0.0], [-0.2, 0.4, 0.1], [0.0, 0.1, -0.1], [0.0, -0.2, 0.3], [0.2, 0.0, 0.0], [-0.2, -0.1, 0.2], [0.0, 0.1, -0.1], [0.0, 0.0, -0.2], [0.0, 0.1, -0.1], [-0.2, 0.0, 0.1], [-0.1, 0.0, -0.4], [0.0, 0.1, 0.0], [0.0, -0.1, -0.1], [0.2, -0.1, -0.1], [-0.1, -0.1, -0.2], [0.2, -0.1, 0.1], [0.1, -0.1, -0.1], [0.0, -0.1, -0.3], [0.0, -0.1, -0.1], [-0.1, -0.1, 0.1], [-0.1, 0.0, 0.2], [0.0, 0.3, 0.2], [0.3, 0.0, -0.4], [-0.1, -0.1, 0.3], [0.0, -0.1, 0.2], [0.0, 0.1, 0.1], [0.0, 0.2, 0.0], [0.0, 0.1, -0.2], [0.0, -0.1, -0.3]]}

---

{"formula": "C32H72N4O6PbSSi3", "method": "ωB97M-V/def2-TZVPD", "molar_mass_g_mol": 932.48, "total_energy_ev": -92318.24624, "homo_lumo_gap_ev": 7.465, "elements": ["Pb", "C", "C", "C", "C", "C", "C", "N", "C", "C", "N", "C", "C", "O", "O", "C", "C", "C", "C", "C", "C", "N", "C", "C", "N", "C", "C", "O", "O", "H", "H", "H", "H", "H", "H", "H", "H", "H", "H", "H", "H", "H", "H", "H", "H", "H", "H", "H", "H", "H", "H", "H", "H", "H", "H", "H", "H", "H", "H", "H", "H", "H", "H", "H", "H", "H", "H", "H", "C", "O", "Si", "C", "C", "C", "Si", "C", "C", "C", "Si", "C", "C", "C", "H", "H", "H", "H", "H", "H", "H", "H", "H", "H", "H", "H", "H", "H", "H", "H", "H", "H", "H", "H", "H", "H", "H", "H", "H", "H", "H", "C", "S", "C", "O", "H", "H", "H", "H", "H", "H"], "positions_angstrom": [[1.404, -0.814, -0.105], [-2.939, 5.175, -0.884], [-1.850, 4.117, -0.729], [-1.126, 4.180, 0.633], [-1.736, 3.451, 1.840], [-0.860, 3.694, 3.062], [-3.181, 3.859, 2.106], [-1.712, 1.965, 1.519], [-2.450, 1.086, 2.470], [-1.745, -0.223, 2.761], [-1.825, -1.261, 1.739], [-0.729, -2.214, 2.016], [-0.475, -3.210, 0.874], [-0.889, -4.354, 0.991], [0.179, -2.757, -0.147], [-3.118, -2.019, 1.733], [-3.651, -2.355, 3.130], [-4.264, -1.430, 0.906], [-4.089, -1.286, -0.620], [-3.245, -2.420, -1.191], [-5.477, -1.362, -1.261], [-3.433, -0.018, -1.015], [-4.207, 1.193, -0.811], [-3.621, 2.430, -1.484], [-2.251, 2.714, -1.045], [-1.269, 2.139, -1.978], [0.132, 2.090, -1.361], [1.059, 2.633, -1.955], [0.209, 1.474, -0.231], [-2.492, 6.154, -0.703], [-3.773, 5.064, -0.193], [-3.337, 5.183, -1.899], [-1.083, 4.389, -1.461], [-1.037, 5.231, 0.923], [-0.106, 3.811, 0.513], [-0.862, 4.759, 3.296], [0.170, 3.376, 2.890], [-1.234, 3.168, 3.942], [-3.246, 4.947, 2.118], [-3.533, 3.499, 3.073], [-3.860, 3.489, 1.336], [-0.736, 1.671, 1.366], [-2.069, 1.925, 0.537], [-3.455, 0.938, 2.081], [-2.540, 1.625, 3.410], [-2.118, -0.577, 3.732], [-0.689, 0.003, 2.923], [-0.917, -2.786, 2.934], [0.177, -1.630, 2.189], [-2.869, -2.970, 1.268], [-4.146, -1.502, 3.605], [-2.870, -2.716, 3.799], [-4.391, -3.151, 3.045], [-4.622, -0.481, 1.319], [-5.097, -2.123, 1.067], [-3.603, -3.393, -0.846], [-2.196, -2.334, -0.906], [-3.303, -2.403, -2.280], [-5.838, -2.390, -1.207], [-5.430, -1.073, -2.313], [-6.212, -0.732, -0.755], [-2.540, 0.032, -0.527], [-4.385, 1.430, 0.256], [-5.195, 1.047, -1.247], [-4.276, 3.260, -1.229], [-3.660, 2.311, -2.574], [-1.237, 2.723, -2.907], [-1.586, 1.128, -2.215], [-0.465, -1.187, -3.150], [0.727, -0.976, -2.404], [2.314, -0.988, -3.101], [2.273, -2.272, -4.462], [2.500, 0.659, -3.951], [3.269, -1.299, -1.587], [4.638, -0.094, -1.221], [3.964, 1.586, -0.707], [5.831, 0.098, -2.664], [5.731, -0.579, 0.240], [3.693, -3.083, -1.249], [2.458, -4.317, -1.943], [3.683, -3.400, 0.613], [5.365, -3.579, -1.958], [-0.499, -0.518, -4.015], [-1.325, -0.992, -2.514], [-0.516, -2.225, -3.487], [1.905, -1.820, -5.387], [1.636, -3.123, -4.218], [3.277, -2.659, -4.661], [1.587, 0.839, -4.529], [3.331, 0.656, -4.662], [2.612, 1.499, -3.271], [3.186, 2.006, -1.348], [4.783, 2.310, -0.649], [3.527, 1.535, 0.297], [5.336, 0.136, -3.636], [6.529, -0.744, -2.682], [6.418, 1.015, -2.557], [5.186, -0.594, 1.189], [6.507, 0.188, 0.328], [6.232, -1.542, 0.130], [2.660, -4.574, -2.985], [2.555, -5.236, -1.356], [1.424, -3.988, -1.839], [2.647, -3.432, 0.969], [4.237, -2.654, 1.187], [4.115, -4.380, 0.834], [5.448, -3.274, -3.005], [5.466, -4.668, -1.922], [6.213, -3.151, -1.421], [2.214, -0.103, 5.595], [1.793, 0.389, 3.926], [3.368, 0.012, 3.172], [1.658, 1.874, 3.932], [1.376, 0.184, 6.227], [3.116, 0.422, 5.912], [2.355, -1.183, 5.634], [4.155, 0.562, 3.690], [3.549, -1.064, 3.203], [3.310, 0.348, 2.138]], "forces_ev_per_a": [[0.2, 0.2, 0.3], [0.0, 0.0, 0.0], [0.0, 0.0, 0.0], [0.0, 0.1, 0.1], [0.0, -0.1, 0.0], [0.0, 0.1, 0.0], [0.0, 0.0, 0.0], [-0.1, 0.0, 0.5], [0.0, 0.1, -0.1], [0.0, 0.0, 0.0], [-0.1, -0.1, 0.0], [-0.1, 0.0, 0.1], [0.1, -0.1, 0.0], [0.0, 0.1, 0.0], [-0.1, 0.0, 0.0], [0.1, 0.0, 0.0], [0.0, 0.0, 0.0], [-0.1, 0.0, 0.0], [0.0, 0.0, 0.0], [0.0, 0.0, 0.0], [0.0, 0.0, 0.0], [0.0, 0.0, 0.0], [-0.1, 0.0, 0.0], [0.1, 0.0, 0.0], [0.1, 0.0, -0.1], [-0.1, 0.1, 0.0], [0.2, 0.1, 0.0], [-0.2, 0.0, 0.1], [0.1, -0.3, -0.4], [0.0, 0.0, 0.0], [0.0, 0.0, 0.0], [0.0, 0.0, 0.0], [0.0, 0.0, 0.0], [0.0, 0.0, 0.0], [0.0, 0.0, 0.0], [0.0, 0.0, 0.0], [-0.1, 0.0, 0.0], [0.0, 0.0, 0.0], [0.0, 0.0, 0.0], [0.0, 0.0, 0.0], [0.0, 0.0, 0.0], [0.0, 0.0, 0.0], [-0.1, 0.0, -0.2], [0.0, 0.0, 0.0], [0.0, 0.0, 0.0], [0.0, 0.0, 0.0], [0.0, 0.0, 0.0], [0.0, 0.0, 0.0], [0.0, 0.0, 0.0], [0.1, 0.0, 0.0], [0.0, 0.0, 0.0], [0.0, 0.0, 0.0], [0.0, 0.0, 0.0], [0.0, 0.0, 0.0], [0.0, 0.0, 0.0], [0.0, 0.0, 0.0], [0.0, 0.0, 0.0], [0.0, 0.0, 0.0], [0.0, 0.0, 0.0], [0.0, 0.0, 0.0], [0.0, 0.0, 0.0], [0.0, 0.0, 0.0], [0.0, 0.0, 0.0], [0.0, 0.0, 0.0], [0.0, 0.0, 0.0], [0.0, 0.0, 0.0], [0.0, 0.0, 0.0], [0.0, -0.1, 0.0], [0.1, 0.0, 0.0], [0.1, 0.2, -0.2], [-0.3, 0.0, -0.1], [0.0, -0.1, 0.0], [0.1, 0.0, -0.1], [0.1, -0.1, 0.1], [-0.1, 0.1, 0.0], [0.0, 0.1, 0.0], [0.0, 0.0, 0.0], [0.0, 0.0, 0.1], [-0.1, 0.0, -0.1], [0.0, -0.1, 0.0], [0.0, 0.0, 0.1], [0.1, 0.0, 0.0], [0.0, 0.0, 0.0], [0.0, 0.0, 0.0], [0.0, 0.0, 0.0], [0.0, 0.0, 0.0], [0.0, 0.0, 0.0], [0.0, 0.0, 0.0], [0.0, 0.0, 0.0], [0.0, 0.0, 0.0], [0.0, 0.0, 0.0], [0.1, 0.0, 0.0], [0.0, 0.0, 0.0], [0.0, 0.0, 0.0], [0.0, 0.0, 0.0], [0.0, 0.0, 0.0], [0.0, 0.0, 0.0], [0.0, 0.0, -0.1], [0.0, 0.0, 0.0], [0.0, 0.0, 0.0], [0.0, 0.0, 0.1], [0.0, 0.0, 0.0], [0.0, 0.0, 0.0], [0.0, 0.0, 0.0], [0.0, 0.0, 0.0], [0.0, 0.0, 0.0], [0.0, 0.0, 0.0], [0.0, 0.0, 0.0], [0.0, 0.0, 0.0], [0.1, 0.0, 0.1], [-0.1, 0.0, -0.1], [0.1, 0.0, 0.0], [0.0, -0.1, 0.0], [0.0, 0.0, 0.0], [0.0, 0.0, 0.0], [0.0, 0.0, 0.0], [0.0, 0.0, 0.0], [0.0, 0.0, 0.0], [0.0, 0.0, 0.0]]}

---

| no. | HOMO energy (eV) |
| --- | --- |
| 1 | -9.51 |
| 2 | -7.29 |